Computed, not measured: a 3-piece molecular cluster, C2H4F4N2O overall, with wB97M-V/def2-TZVPD.

Bonds (Å) are listed after each position.
CARTESIAN COORDINATES (ANGSTROEM)
1 N -4.68 0.24 -1.39  C2 1.225, H5 1.012
2 C -4.69 0.65 -0.24  N1 1.225, F3 1.311, F4 1.333
3 F -4.13 1.78 0.12  C2 1.311
4 F -5.22 0.11 0.86  C2 1.333
5 H -5.14 -0.64 -1.57  N1 1.012
6 O -3.28 -1.90 -0.11  C7 1.159
7 C -2.28 -1.35 0.07  O6 1.159, F8 1.319, F9 1.315
8 F -2.12 -0.15 0.61  C7 1.319
9 F -1.08 -1.79 -0.21  C7 1.315
10 N 2.25 0.36 0.38  H11 1.014, H12 1.013, H13 1.013
11 H 2.54 0.37 1.35  N10 1.014
12 H 1.83 1.26 0.18  N10 1.013
13 H 1.54 -0.35 0.28  N10 1.013

Calculated values
Strongest force on any atom (eV/A): 1.38
Total charge: 0
Multiplicity: 1
Frontier orbital gap (eV): 10.68